1.
ORCA calculation (the ωB97M-V functional and the def2-TZVPD basis) on C20H18N8O2 in the gas phase at a distorted geometry.

- charge = 0
- HOMO level (eV) = -8.2

The geometry in XYZ format:
```
48
C20H18N8O2 (the ωB97M-V functional and the def2-TZVPD basis)
C -3.130 -2.780 -3.753
C -4.386 -2.447 -3.348
C -4.752 -1.594 -2.224
O -5.946 -1.271 -2.199
N -3.930 -1.192 -1.241
C -3.683 0.076 -0.603
C -4.622 1.059 -0.869
C -4.544 2.286 -0.193
C -3.430 2.557 0.625
C -2.507 1.545 0.918
C -1.428 1.833 1.911
N -0.096 1.556 1.373
N 0.378 0.314 1.013
C 1.712 0.503 1.025
C 2.477 -0.689 0.799
C 1.819 -2.161 0.553
C 2.860 -2.825 0.110
C 2.864 -4.203 -0.211
O 1.774 -4.794 -0.515
N 4.016 -1.980 0.174
C 5.380 -2.463 -0.159
N 3.791 -0.699 0.601
C 2.078 1.917 1.133
C 3.205 2.678 1.271
N 4.432 2.159 1.350
N 3.345 3.966 1.437
C 2.120 4.516 1.619
N 0.932 3.886 1.552
C 0.932 2.542 1.402
C -2.690 0.222 0.370
H -2.985 -3.444 -4.544
H -2.207 -2.255 -3.580
H -5.204 -2.830 -3.857
H -2.999 -1.667 -1.301
H -5.472 0.947 -1.458
H -5.384 2.958 -0.405
H -3.401 3.525 1.079
H -1.610 1.130 2.774
H -1.500 2.924 2.206
H 0.833 -2.488 0.752
H 3.813 -4.770 -0.216
H 5.895 -1.649 -0.568
H 5.524 -3.354 -0.871
H 5.861 -2.588 0.826
H 5.085 2.923 1.322
H 4.682 1.189 1.405
H 2.096 5.517 1.816
H -1.998 -0.583 0.698
```

---

2.
ORCA calculation (the ωB97M-V functional and the def2-TZVPD basis) on a 2-piece molecular cluster, C3H10N2O overall at a distorted geometry.

- charge = +1
- HOMO level (alpha / beta) (eV) = -10.6 / -10.6
- relative energy (zero: lowest compared OMol25 entry of this formula, charge and spin) (eV) = 4.300
- spin multiplicity = 2

The geometry in XYZ format:
```
16
C3H10N2O (the ωB97M-V functional and the def2-TZVPD basis)
C 2.501 -4.336 0.385
C 1.298 -4.972 0.699
O 0.308 -4.546 -0.099
H 3.366 -4.310 1.078
H 2.612 -4.115 -0.667
H 1.182 -5.788 1.403
H -0.496 -4.255 0.371
N -2.022 4.587 -0.553
C -1.196 3.626 0.284
N -0.523 2.735 -0.684
H -2.198 4.104 -1.428
H -1.405 5.374 -0.698
H -1.858 2.989 0.879
H -0.528 4.150 1.009
H -0.159 1.854 -0.382
H -0.881 2.901 -1.596
```

---

3.
ORCA calculation (the ωB97M-V functional and the def2-TZVPD basis) on a 2-piece molecular cluster, C28H25O8S overall at a distorted geometry.

- charge = -1
- HOMO level (eV) = -3.1
- relative energy (zero: lowest compared OMol25 entry of this formula, charge and spin) (eV) = 0.402

The geometry in XYZ format:
```
62
C28H25O8S (the ωB97M-V functional and the def2-TZVPD basis)
C 4.759 1.554 2.101
C 4.317 0.176 2.507
O 2.868 0.263 2.593
C 2.238 -0.911 2.805
C 0.754 -0.712 2.812
O -0.007 -1.775 2.589
C 0.339 -2.621 1.419
S 0.191 0.892 2.116
C -1.578 0.658 2.236
C -2.400 1.135 1.210
C -3.764 0.834 1.245
C -4.293 0.095 2.311
C -3.456 -0.325 3.345
C -2.092 -0.053 3.306
O 0.596 1.991 2.960
O 0.459 0.873 0.690
O 2.803 -1.998 2.925
H 5.825 1.682 2.291
H 4.587 1.691 1.029
H 4.212 2.333 2.639
H 4.593 -0.569 1.751
H 4.715 -0.112 3.489
H -0.502 -3.311 1.353
H 0.409 -1.982 0.528
H 1.286 -3.127 1.638
H -1.966 1.716 0.396
H -4.412 1.198 0.446
H -5.362 -0.121 2.365
H -3.851 -0.852 4.211
H -1.442 -0.386 4.110
C 6.353 -2.107 7.145
O 5.385 -1.096 7.498
C 4.101 -1.244 7.084
C 3.676 -2.293 6.235
C 2.349 -2.381 5.881
C 1.400 -1.447 6.338
C -0.003 -1.586 6.025
C -0.756 -2.688 6.305
C -2.249 -2.725 6.245
O -3.014 -1.798 5.988
C -2.649 -4.101 6.642
C -1.515 -4.835 7.009
C -1.620 -6.159 7.417
C -2.879 -6.771 7.382
C -4.028 -6.029 7.035
C -3.918 -4.673 6.703
C -0.285 -3.994 6.885
O 0.841 -4.338 7.222
C 1.851 -0.367 7.142
C 3.161 -0.291 7.551
H 7.283 -1.756 7.590
H 6.073 -3.078 7.571
H 6.466 -2.196 6.058
H 4.384 -3.028 5.854
H 2.029 -3.198 5.243
H -0.530 -0.692 5.704
H -0.720 -6.683 7.733
H -2.969 -7.831 7.615
H -5.003 -6.519 7.020
H -4.786 -4.055 6.480
H 1.124 0.379 7.470
H 3.520 0.493 8.213
```

---

4.
ORCA calculation (the ωB97M-V functional and the def2-TZVPD basis) on C37H32F3O3P2SY as an isolated structure at a distorted geometry.

- charge = +2
- HOMO level (eV) = -14.0
- relative energy (zero: lowest compared OMol25 entry of this formula, charge and spin) (eV) = 0.733

The geometry in XYZ format:
```
79
C37H32F3O3P2SY (the ωB97M-V functional and the def2-TZVPD basis)
C 1.750 -2.123 -1.626
C 2.361 -1.635 -0.452
C 2.604 -2.519 0.622
C 2.236 -3.857 0.513
C 1.618 -4.330 -0.648
C 1.375 -3.462 -1.715
P 2.485 0.172 -0.165
C 3.866 0.397 0.990
C 3.591 0.674 2.348
C 4.642 0.740 3.258
C 5.963 0.575 2.821
C 6.233 0.353 1.466
C 5.188 0.274 0.545
Y -0.159 0.018 0.839
P -2.940 -0.074 0.121
C -2.424 -1.535 1.021
C -2.393 -2.793 0.374
C -1.686 -3.841 0.949
C -0.979 -3.664 2.141
C -1.005 -2.440 2.808
C -1.761 -1.373 2.291
C -4.082 0.890 1.105
C -4.306 2.240 0.737
C -4.986 3.089 1.599
C -5.465 2.613 2.825
C -5.291 1.269 3.174
C -4.623 0.399 2.313
C -3.423 -0.259 -1.585
C -2.653 0.386 -2.582
C -2.868 0.082 -3.921
C -3.905 -0.788 -4.280
C -4.724 -1.359 -3.297
C -4.489 -1.105 -1.945
C 2.953 0.947 -1.726
C 3.670 0.250 -2.711
C 3.943 0.866 -3.934
C 3.494 2.166 -4.185
C 2.775 2.862 -3.204
C 2.506 2.262 -1.979
H -3.914 2.599 -0.218
H -5.134 4.132 1.316
H -5.973 3.296 3.508
H -5.674 0.898 4.127
H -4.491 -0.656 2.566
H -2.940 -2.921 -0.560
H -1.689 -4.819 0.465
H -0.408 -4.496 2.554
H -0.454 -2.309 3.746
H -1.881 -0.443 2.869
H -1.870 1.084 -2.286
H -2.233 0.534 -4.685
H -4.079 -1.008 -5.334
H -5.553 -2.008 -3.582
H -5.115 -1.539 -1.163
H 4.000 -0.775 -2.525
H 4.505 0.319 -4.692
H 3.699 2.639 -5.147
H 2.424 3.878 -3.394
H 1.944 2.798 -1.210
H 2.562 0.841 2.680
H 4.429 0.922 4.313
H 6.783 0.627 3.538
H 7.259 0.242 1.116
H 5.386 0.115 -0.517
H 3.073 -2.146 1.537
H 2.424 -4.534 1.347
H 1.321 -5.377 -0.718
H 0.885 -3.828 -2.619
H 1.517 -1.438 -2.443
H -0.944 -0.104 -0.762
H 0.086 -0.359 -0.879
F 0.839 4.748 2.670
C 0.788 4.032 1.530
F 0.683 4.874 0.475
F 1.959 3.339 1.403
S -0.649 2.859 1.541
O -0.208 1.721 2.417
O -1.796 3.596 1.969
O -0.652 2.296 0.146
```

---

5.
ORCA calculation (the ωB97M-V functional and the def2-TZVPD basis) on C15H17NO6S in the gas phase at a distorted geometry.

- charge = 0
- HOMO level (eV) = -9.0

The geometry in XYZ format:
```
40
C15H17NO6S (the ωB97M-V functional and the def2-TZVPD basis)
C 3.047 0.577 2.465
C 3.668 -0.746 2.043
O 3.539 -0.948 0.632
C 4.448 -0.389 -0.153
O 5.416 0.220 0.218
C 4.134 -0.634 -1.632
O 2.807 -1.020 -1.882
C 1.802 -0.184 -1.509
C 0.509 -0.695 -1.646
C -0.586 0.063 -1.283
C -0.393 1.335 -0.779
S -1.747 2.370 -0.243
O -1.896 3.461 -1.161
O -1.546 2.663 1.149
N -3.088 1.388 -0.431
C -3.607 0.697 0.736
C -4.072 -0.675 0.375
C -5.323 -1.181 0.169
C -5.149 -2.539 -0.193
C -3.807 -2.755 -0.187
O -3.148 -1.635 0.154
C 0.878 1.859 -0.652
C 1.981 1.109 -1.020
H 3.078 0.662 3.548
H 2.013 0.634 2.132
H 3.603 1.406 2.034
H 3.144 -1.591 2.494
H 4.729 -0.775 2.309
H 4.422 0.259 -2.202
H 4.750 -1.471 -1.974
H 0.393 -1.695 -2.032
H -1.584 -0.330 -1.375
H -3.778 1.808 -1.032
H -2.776 0.644 1.442
H -4.430 1.247 1.205
H -6.251 -0.657 0.270
H -5.917 -3.248 -0.424
H -3.218 -3.626 -0.395
H 0.993 2.856 -0.257
H 2.966 1.535 -0.912
```

---

6.
ORCA calculation (the ωB97M-V functional and the def2-TZVPD basis) on C17H20AsBrINiO2S as an isolated structure.

- charge = +1
- HOMO level (alpha / beta) (eV) = -10.9 / -11.0
- relative energy (zero: lowest compared OMol25 entry of this formula, charge and spin) (eV) = 0.164
- spin multiplicity = 3

The geometry in XYZ format:
```
44
C17H20AsBrINiO2S (the ωB97M-V functional and the def2-TZVPD basis)
Ni -0.699 -0.326 0.180
C -1.124 -1.125 4.241
C -0.760 -1.349 2.802
O -1.292 -0.551 1.989
C 0.110 -2.429 2.409
C 0.617 -3.284 3.423
C 1.406 -4.361 3.137
C 1.730 -4.627 1.796
C 1.265 -3.828 0.786
C 0.446 -2.711 1.055
O 0.025 -2.016 0.024
H -1.706 -0.212 4.314
H -0.232 -1.047 4.861
H -1.717 -1.959 4.620
H 0.362 -3.084 4.454
H 1.774 -5.000 3.926
H 2.360 -5.474 1.555
H 1.512 -4.026 -0.249
Br -5.844 -0.151 -1.213
C -4.779 -1.697 -1.271
C -5.393 -2.932 -1.097
C -4.642 -4.095 -1.131
C -3.272 -4.043 -1.341
C -2.645 -2.821 -1.522
C -3.408 -1.662 -1.484
I -2.419 0.163 -1.766
H -6.461 -2.970 -0.935
H -5.135 -5.047 -0.993
H -2.686 -4.952 -1.365
H -1.576 -2.770 -1.666
C 0.536 3.029 -2.156
As 1.727 1.780 -1.321
C 3.400 2.682 -1.116
C 2.005 0.318 -2.528
S 1.050 1.128 0.587
H 0.861 3.216 -3.178
H 0.565 3.952 -1.580
H -0.480 2.643 -2.151
H 3.738 3.047 -2.084
H 4.123 1.980 -0.705
H 3.263 3.513 -0.428
H 2.175 0.697 -3.535
H 1.137 -0.337 -2.512
H 2.876 -0.235 -2.182
```

---

7.
ORCA calculation (the ωB97M-V functional and the def2-TZVPD basis) on a 2-piece molecular cluster, C10H21B2BrNO6 overall at a distorted geometry.

- charge = -1
- HOMO level (eV) = -4.4

The geometry in XYZ format:
```
41
C10H21B2BrNO6 (the ωB97M-V functional and the def2-TZVPD basis)
C 6.264 0.940 1.392
C 5.637 1.818 0.146
O 5.202 1.018 -1.010
C 4.070 0.136 -0.689
O 4.132 -1.021 -0.014
C 2.550 0.552 -1.249
C 1.394 -0.386 -0.487
C -0.140 -0.002 -0.990
B -1.287 -0.517 0.115
B -1.545 -2.107 0.479
C -0.317 -2.910 1.243
O -2.795 -2.867 0.217
C -2.204 0.622 0.935
Br -3.032 -0.314 2.508
C -3.315 1.315 -0.079
C -4.703 1.754 0.729
H 5.411 0.505 2.105
H 6.984 0.060 1.030
H 6.937 1.673 2.025
H 4.802 2.564 0.555
H 6.520 2.533 -0.220
H 2.487 0.223 -2.394
H 2.340 1.713 -1.116
H 1.547 -1.538 -0.761
H 1.511 -0.336 0.691
H -0.320 1.147 -1.125
H -0.318 -0.584 -2.017
H -0.711 -3.981 1.587
H 0.516 -3.131 0.436
H 0.189 -2.308 2.110
H -2.703 -3.764 0.681
H -1.419 1.458 1.269
H -2.842 2.345 -0.451
H -3.519 0.639 -1.017
H -5.367 0.780 0.838
H -5.257 2.520 0.016
H -4.431 2.229 1.785
N -5.567 -0.694 -2.319
O -4.451 -0.233 -2.607
O -5.906 -1.811 -2.743
O -6.345 -0.039 -1.606
```

---

8.
ORCA calculation (the ωB97M-V functional and the def2-TZVPD basis) on a 2-piece molecular cluster, CH2ClO2S overall at a distorted geometry.

- charge = -1
- HOMO level (eV) = -4.4
- relative energy (zero: lowest compared OMol25 entry of this formula, charge and spin) (eV) = 3.069

The geometry in XYZ format:
```
7
CH2ClO2S (the ωB97M-V functional and the def2-TZVPD basis)
C -2.773 -0.492 -0.365
O 1.384 -0.317 1.523
O 1.965 1.597 0.299
S 1.423 0.282 0.213
Cl 2.764 -1.088 -0.944
H -2.399 0.033 -1.220
H -2.365 -0.014 0.493
```

---

9.
ORCA calculation (the ωB97M-V functional and the def2-TZVPD basis) on C5H8O4 in the gas phase at a distorted geometry.

- charge = 0
- HOMO level (eV) = -9.8
- relative energy (zero: lowest compared OMol25 entry of this formula, charge and spin) (eV) = 1.254

The geometry in XYZ format:
```
17
C5H8O4 (the ωB97M-V functional and the def2-TZVPD basis)
C 1.286 -0.456 -1.287
C 0.388 -0.588 -0.082
C -1.167 -0.092 -0.570
O -1.404 1.037 -0.954
O -1.946 -1.139 -0.892
C 0.677 0.286 1.102
O 1.202 1.560 0.771
C -0.749 0.391 1.761
O -1.299 -0.550 2.321
H 1.269 0.554 -1.706
H 2.319 -0.683 -0.998
H 0.986 -1.151 -2.075
H 0.250 -1.622 0.243
H -2.693 -0.777 -1.410
H 1.334 -0.183 1.837
H 0.621 1.973 0.108
H -1.074 1.441 1.832
```